A structure of composition C12H16GdN2O5 at a distorted geometry, computed with ωB97M-V/def2-TZVPD.

Summary:
* net charge: +3
* 2S+1: 8
* orbital gap (alpha / beta): 5.44 / 4.76 eV

```
36
C12H16GdN2O5, DFT ωB97M-V/def2-TZVPD
C 0.60557 0.92391 2.95230
O 0.68083 0.38856 0.32966
H 1.19592 0.00778 2.92042
H -1.93751 1.75671 3.47239
C 2.85896 -0.49624 0.16401
O 3.47801 -0.31340 1.02895
H 0.35246 1.12533 4.00238
O -0.35692 -1.37288 -3.85211
H -3.12362 1.87612 1.38225
C 0.47044 -2.12313 -0.27874
O -0.12639 -2.78236 0.35311
C -0.59064 0.45803 0.89140
O 3.25986 -3.37409 -2.18296
C -1.90175 0.86126 2.85231
H -2.77826 -1.14282 1.33074
H -3.71814 -0.21575 0.15059
H -0.76593 0.60807 -1.73554
H -4.00935 0.74690 2.42682
Gd 1.54216 -0.61428 -1.43522
H -1.93097 -0.81276 -1.72827
C -3.07316 0.90849 1.88714
H 3.01372 -0.47972 -3.82451
C 2.38330 1.09052 -2.46296
C -2.89467 -0.17588 0.83447
C 0.35391 -1.17606 -2.98957
N -1.63731 0.14878 0.15388
C 2.67228 -2.45443 -1.91976
H 1.20394 1.76143 2.57752
H 1.55712 1.44385 -3.09898
H -2.49347 0.87565 -1.63530
C 3.17862 0.02683 -2.85661
H 2.69958 1.75786 -1.64486
C -1.70028 0.18041 -1.33097
N -0.64179 0.77266 2.13505
H -1.98086 -0.02048 3.50527
H 4.15437 -0.16487 -2.37429
```

Here are the Mulliken charges for atoms 1 to 5, given in e: atom 1 (C): -0.915, atom 2 (O): -0.605, atom 3 (H): 0.289, atom 4 (H): 0.447, atom 5 (C): 0.594



The molecule C10H14NOPS at a distorted geometry, computed with ωB97M-V/def2-TZVPD.

Summary:
* net charge: 0
* orbital gap: 8.10 eV
* SMILES string: CCCCP(c1ccccc1)[N+]([O-])=S

```
28
C10H14NOPS, DFT ωB97M-V/def2-TZVPD
H 1.14643 1.14448 1.43159
C 4.27361 1.05223 -0.84155
H 5.11428 2.45120 0.54111
H -3.42217 -0.12177 1.33575
C -3.47668 -0.01640 0.24944
H -0.80459 -0.31545 1.12023
S 2.26205 -2.97107 -0.03124
H -2.38598 -0.69585 -1.47507
H 5.14866 1.02282 -1.47304
C -4.80256 -0.56577 -0.25870
C 2.07192 0.33851 -0.33604
H -4.88044 -1.62577 -0.03407
H -5.64106 -0.05409 0.20604
H -3.40450 1.04876 0.01507
H -0.92136 0.90556 -0.17894
C 3.12889 1.89010 1.09922
C -0.95978 -0.16331 0.04895
H 3.17065 -0.35528 -2.03628
C 3.16608 0.27959 -1.16408
C -2.29986 -0.75280 -0.38629
C 2.01475 1.12181 0.79154
H -2.33514 -1.80704 -0.10217
H -4.87357 -0.43561 -1.33785
C 4.25122 1.85293 0.28724
P 0.39887 -0.97353 -0.89616
H 3.12189 2.51411 1.98004
N 0.86015 -2.23711 0.26864
O 0.07822 -2.53126 1.17659
```

Here are the Mulliken charges for atoms 1 to 5, given in e: atom 1 (H): 0.338, atom 2 (C): -0.386, atom 3 (H): 0.365, atom 4 (H): 0.321, atom 5 (C): -0.379



A structure of composition C30H50ClNOPPb at a distorted geometry, computed with ωB97M-V/def2-TZVPD.

Summary:
* net charge: 0
* 2S+1: 2
* orbital gap (alpha / beta): 4.48 / 6.03 eV

```
85
C30H50ClNOPPb, DFT ωB97M-V/def2-TZVPD
H 0.99048 3.39634 -3.54107
C -2.02288 -3.13335 1.97876
O 0.68584 2.32488 1.07236
H 2.26393 0.07113 -4.75483
H 3.25711 3.79505 4.40192
Pb 0.90334 -0.12686 0.91231
C -2.84707 3.52799 -2.44489
C 4.83195 0.42178 -3.55664
C 2.44553 1.02173 -4.22404
C -0.12975 3.59059 4.34584
H -0.49129 5.13869 -2.61429
H 4.46900 0.98692 -1.49742
H -1.24289 -0.22747 -7.12972
H -3.46388 -3.67900 0.49688
H -0.32416 2.78710 -1.47997
H -2.65109 4.08979 -4.50426
C 2.02508 0.86526 -2.74163
H -2.78297 -3.46043 2.71426
H -0.98767 3.74460 4.99292
H 4.89027 -0.51936 -4.11679
H 2.83172 3.18292 1.99990
C -0.09963 3.28014 -3.59324
H 0.83272 -3.00314 1.31404
H -1.71393 -0.07117 0.22764
C 3.93226 1.38876 -4.31389
H 4.92922 -0.70714 -1.70015
C 1.15563 3.78722 4.88251
H 5.84728 0.82684 -3.49831
C -2.33945 4.48728 -3.52566
H 4.22684 1.42774 -5.36464
C -2.66971 -2.92272 0.59042
H 1.25032 4.09545 5.92181
C -0.60441 2.35838 -2.46252
H -3.92286 3.37308 -2.56667
P 0.13483 0.66919 -2.28056
H -2.78505 5.48731 -3.41223
C -0.60793 0.24629 -5.11564
C 0.13632 -1.74957 -3.76456
C -0.72704 -2.08849 -6.15571
H 2.28527 1.82322 -2.24656
C -0.80006 4.62729 -3.53550
C -1.74154 -3.08422 -0.57934
C 2.03158 3.31331 2.70761
C 4.32708 0.10176 -2.13816
H -3.22441 -1.96838 0.58983
H -0.31577 2.79591 -4.55411
Cl -0.44062 -0.18451 3.04434
H -1.61124 -2.19976 2.42147
H 1.19499 -1.63498 -4.05835
H -2.40407 1.55504 -1.65385
H 1.83241 1.79314 -4.72328
C 0.19138 -3.77591 0.86276
H 0.26179 -2.05636 -6.63459
N 0.80952 2.92826 2.26216
H -2.37542 -0.72206 -5.86485
H 0.12530 -2.20805 -2.76488
H -2.17588 -2.83000 -1.56628
C 2.25240 3.61674 4.04068
H 2.67521 -1.20209 -2.68304
H -1.61211 -0.56398 -3.39402
H 0.41823 0.45128 -5.46264
H -2.42788 1.65212 -3.41075
H 2.55238 -0.47492 -1.08022
C -0.28464 3.21679 3.01320
H -1.25234 3.09801 2.51800
H 0.02360 -3.63525 -4.82342
C -0.56600 -0.37640 -3.70248
H -1.30760 -5.13255 1.60170
H 0.85540 -4.63190 0.72020
H 4.04578 2.40088 -3.91204
H -0.45899 -4.31491 2.92529
C 2.83639 -0.26876 -2.12220
H -1.35399 -0.77245 -1.35885
H -1.37172 -2.73167 -6.76488
C -1.30998 -0.68175 -6.13176
C -2.12482 2.18607 -2.49994
C -0.91926 -0.01444 -0.65316
H -1.12039 1.21852 -5.07984
H 0.15368 -3.63512 -1.32784
C -0.88508 -4.16421 1.91652
H -2.69486 3.97735 -1.45756
C -0.55781 -2.70252 -4.74850
C -0.44588 -3.46329 -0.43128
H -1.54524 -2.97516 -4.34060
H -0.48332 5.24768 -4.38443
```

Here are the Mulliken charges for atoms 1 to 5, given in e: atom 1 (H): 0.288, atom 2 (C): 0.057, atom 3 (O): -0.251, atom 4 (H): 0.236, atom 5 (H): 0.381



What are the ΔE to the lowest compared entry with this formula, charge and spin values for these records? In order: 618.42, 0.00, 0.00 kJ/mol.